{"formula": "C66H168N12O21", "method": "the ωB97M-V functional and the def2-TZVPD basis", "orbital_gap_ev": 8.77, "homo_energy_ev": -8.185, "smiles": "COC[C@H](C)N.COC[C@H](C)N.COC[C@H](C)N.COCCNCCOC.COCCNCCOC.COCCNCCOC.COCCNCCOC.COCCNCCOC.COCCNCCOC.COCCNCCOC.COCCNCCOC.COCCNCCOC", "relative_energy_kj_mol": 352.2, "elements": ["O", "O", "O", "O", "O", "O", "O", "O", "O", "O", "O", "O", "O", "O", "O", "O", "O", "O", "O", "O", "O", "N", "N", "N", "N", "N", "N", "N", "N", "N", "N", "N", "N", "C", "C", "C", "C", "C", "C", "C", "C", "C", "C", "C", "C", "C", "C", "C", "C", "C", "C", "C", "C", "C", "C", "C", "C", "C", "C", "C", "C", "C", "C", "C", "C", "C", "C", "C", "C", "C", "C", "C", "C", "C", "C", "C", "C", "C", "C", "C", "C", "C", "C", "C", "C", "C", "C", "C", "C", "C", "C", "C", "C", "C", "C", "C", "C", "C", "C", "H", "H", "H", "H", "H", "H", "H", "H", "H", "H", "H", "H", "H", "H", "H", "H", "H", "H", "H", "H", "H", "H", "H", "H", "H", "H", "H", "H", "H", "H", "H", "H", "H", "H", "H", "H", "H", "H", "H", "H", "H", "H", "H", "H", "H", "H", "H", "H", "H", "H", "H", "H", "H", "H", "H", "H", "H", "H", "H", "H", "H", "H", "H", "H", "H", "H", "H", "H", "H", "H", "H", "H", "H", "H", "H", "H", "H", "H", "H", "H", "H", "H", "H", "H", "H", "H", "H", "H", "H", "H", "H", "H", "H", "H", "H", "H", "H", "H", "H", "H", "H", "H", "H", "H", "H", "H", "H", "H", "H", "H", "H", "H", "H", "H", "H", "H", "H", "H", "H", "H", "H", "H", "H", "H", "H", "H", "H", "H", "H", "H", "H", "H", "H", "H", "H", "H", "H", "H", "H", "H", "H", "H", "H", "H", "H", "H", "H", "H", "H", "H", "H", "H", "H", "H", "H", "H", "H", "H", "H", "H", "H", "H", "H", "H", "H", "H", "H", "H"], "coordinates": [[0.215279, 5.729371, -3.439011], [4.172590, 1.972514, 1.765607], [4.807312, -0.914559, -4.503466], [0.441734, 0.129905, -3.885969], [-7.451588, 0.495637, -0.846366], [-3.339459, 4.595800, 0.379241], [1.068526, -3.676399, -0.692131], [0.197551, 5.344391, 1.312236], [-6.085478, -3.624321, 0.455516], [8.945149, 2.867775, 0.444069], [0.634511, -8.522160, -2.486406], [-1.830298, -0.074844, 0.307446], [4.376379, 4.200010, -2.916318], [0.202204, -5.695210, 3.533547], [-3.219261, 2.193157, -3.830923], [-6.183105, 0.473831, 4.366707], [4.544195, -1.044094, 0.678217], [-3.054846, -1.194036, 4.705548], [5.046175, 5.334811, 6.174727], [3.991751, -5.554196, -3.750476], [-2.955138, -4.816171, -2.743176], [5.356409, -2.102560, -1.676656], [1.978467, 5.704346, 4.521902], [-2.721202, 5.018239, -4.195588], [0.133396, 1.404418, -1.487625], [-5.233948, 2.617931, 1.071997], [5.370507, 2.848704, 4.680555], [-9.511667, 0.756528, 3.035363], [1.675385, -6.698466, -4.513814], [-4.448623, -4.465473, 3.972318], [6.437709, 1.949376, -2.062234], [-3.501832, -3.511844, -0.389400], [2.339200, -5.309883, 1.441657], [1.207017, 5.115681, 0.344982], [6.372530, -1.402529, -0.885652], [0.144772, -4.687905, 2.554963], [4.168429, 3.099877, -1.973687], [-2.124557, 5.382546, -2.873343], [1.591944, -4.336839, 2.325262], [5.924604, -1.378230, 0.560306], [5.879945, 6.155816, 6.907339], [0.238629, -7.030267, -4.427045], [-0.101149, 2.135386, -2.751030], [5.078469, 1.437500, 2.730600], [10.326689, 2.785434, 0.743334], [0.594075, 5.951162, 2.492433], [-0.753144, 1.900040, -0.485017], [5.012253, 1.855554, -2.234560], [-0.965991, 1.043937, 0.682578], [-4.181781, 3.094301, -3.282896], [5.733870, -2.540206, -3.004889], [-4.493189, -2.541254, -0.972041], [0.049031, -8.404381, -3.837156], [4.709616, 4.109598, 4.260359], [0.799321, 1.515825, -3.847548], [-7.053334, 1.525299, 0.031491], [-4.073147, 4.391484, -4.170026], [-2.821694, 5.902357, 0.406594], [8.483616, 2.351748, -0.831738], [-3.431035, 0.872272, -3.316368], [1.318310, 4.974467, 3.413343], [-5.217243, 1.363252, 4.894660], [-2.292601, -0.821838, 1.369368], [0.999071, 6.406903, -4.399241], [-3.280042, -5.134522, -4.050007], [-2.136936, -3.381993, -1.042907], [1.880655, -4.767297, -0.944103], [4.657955, 1.634714, 4.194234], [-1.043470, -6.228430, 3.893387], [-5.630822, 1.386851, 0.380503], [-3.801970, 2.592270, 1.454550], [1.733960, -5.782688, 0.133048], [-3.239494, 3.931640, 1.578022], [5.308925, -6.108062, -3.816378], [-8.022717, -1.031152, 3.068255], [5.040005, 0.042363, -5.536189], [-8.772053, 0.657670, -1.294939], [0.411219, 3.791955, 3.841851], [-2.971184, -2.578520, 4.334982], [3.658856, 5.311893, -2.412387], [3.431276, -4.989387, -4.924405], [1.318612, -2.554604, -1.516514], [-8.476566, 0.165269, 3.843607], [-0.355474, -8.813464, -1.529816], [-5.246157, -2.579554, 5.464243], [-1.009622, 6.387248, -3.020616], [5.420080, 5.298806, 4.845622], [2.806142, 1.523620, 1.771985], [-5.500222, -2.346725, 0.167401], [1.333075, -0.609180, -4.751597], [-7.497259, -3.501365, 0.563937], [6.963058, 2.567690, -0.855891], [-4.402361, -3.001595, 4.251961], [3.689563, -2.134668, 0.971387], [-2.242427, -3.579120, -2.498821], [-7.375289, 1.173954, 4.055646], [1.914522, -5.301378, -4.924682], [-1.816219, -0.563087, 4.857537], [6.050139, -1.484348, -4.011455], [-5.271027, 2.402671, 4.372628], [-1.169405, 2.091142, -2.959703], [2.047536, 5.793590, 0.551748], [2.307153, -0.491163, -4.348546], [7.389572, -1.798198, -1.100938], [3.609384, 5.949895, -3.247938], [-4.909039, -2.857267, -1.880803], [1.015744, -1.662487, -4.738948], [3.648994, -3.932397, -5.061476], [4.404180, 3.589839, -0.987562], [5.267573, -0.483625, -6.468243], [-3.390353, 6.467306, -0.378195], [-7.697677, 1.843032, 4.871794], [-7.853186, -2.871957, 1.355672], [-1.393462, -4.056517, -0.623129], [5.293151, -7.146417, -4.165279], [1.265480, -0.251108, -5.733036], [-3.762389, 2.197695, 2.449241], [1.849528, 1.580052, -3.544470], [-1.929299, 4.522480, -2.185458], [-0.727756, 6.865441, -2.061921], [-3.424508, 0.844837, -2.207583], [1.310031, -2.805947, -2.574490], [-2.870364, -1.628019, 0.958001], [4.902592, 1.501637, -3.281338], [6.661363, -3.150633, -3.066902], [-3.172256, 2.068836, 0.701687], [6.631979, -1.807400, -4.859372], [-2.204109, 3.919375, 1.925377], [-0.400691, -3.817241, 2.928434], [3.145723, 2.832365, -2.027224], [-6.338251, -1.644073, -0.025603], [-4.760370, -2.524699, 3.351892], [-0.444858, 4.142365, 4.425314], [1.549022, 4.067493, 0.394249], [10.888338, 3.423350, 0.093682], [4.261376, 5.741486, -1.555917], [-7.961483, -2.986595, -0.282845], [-7.649140, -0.771887, 2.116492], [2.325469, 1.935343, 2.652391], [6.008016, 1.873318, 2.572378], [1.662413, -3.398301, 1.812448], [-1.313820, -3.596942, -2.985399], [-1.428746, 1.571823, 1.517960], [1.262957, 6.268925, 4.876373], [-1.728769, 5.973687, 0.211280], [5.282578, 2.775615, 5.686471], [-1.787181, -2.279044, -0.854615], [2.206015, 4.608985, 2.916932], [-7.907169, -4.472006, 0.555195], [5.901854, 0.666157, -5.283920], [5.712683, -5.997095, -2.863058], [4.971018, -3.228666, -3.438162], [-0.300883, -5.026259, 1.686819], [-0.033803, 0.558930, 1.000368], [-0.316903, -6.346794, -3.881437], [-4.366370, -4.641709, 2.966158], [6.896205, 5.736957, 7.019812], [4.456483, -1.698987, -1.654714], [3.911539, -2.486255, 1.962887], [0.768964, 5.410463, -0.639531], [-3.814497, 4.567059, 2.252078], [1.485670, 7.208731, -3.886770], [-4.439205, 4.193223, -5.189609], [8.698371, 1.281954, -1.109517], [-8.779928, -0.238771, 4.831858], [-2.185384, 4.352277, -4.788416], [2.273676, -6.647181, -0.215250], [-3.978994, -1.665213, -1.116371], [-0.059823, 0.415926, -1.660594], [0.108024, 3.210181, -2.650357], [5.483912, 6.351457, 7.926287], [1.634105, -5.303308, -1.876724], [-0.978823, -8.697010, -3.900049], [-0.426397, 2.872807, -0.128268], [2.630201, 5.137471, -2.095305], [6.512334, 5.177561, 4.678363], [6.720947, 3.684751, -0.737965], [-4.997488, -1.905290, 1.019517], [6.422272, -0.347804, -1.219596], [-3.867458, -6.065531, -4.017073], [0.098003, -8.747700, -0.506507], [2.127398, 5.040666, 5.230980], [6.536455, -0.649727, 1.094269], [2.962427, -4.497983, -1.079281], [1.461111, -4.625272, -4.172571], [5.981212, 7.161490, 6.500614], [-7.210999, -1.565524, 3.601671], [2.729465, 0.423268, 1.688802], [0.637796, -6.051123, 0.187796], [6.040866, -2.328354, 1.150102], [-1.233864, -8.118438, -1.488443], [-1.284489, -0.729317, 3.950781], [-1.420652, -1.062312, 2.020368], [0.497343, -1.899176, -1.269725], [3.879556, -5.452983, -5.872496], [-8.932267, 1.649039, -1.802551], [5.907111, -5.599475, -4.530513], [4.990183, 0.799089, 4.765508], [-0.257849, -7.021232, -5.369533], [-1.809454, 2.068089, -0.801038], [2.660698, -1.789902, 1.029810], [-8.868217, -1.685954, 2.963502], [-5.314975, 3.415456, 0.470121], [1.422058, -5.140378, -5.862307], [-5.141575, 1.218790, -0.569443], [4.684219, 1.090716, -1.522080], [2.069915, -4.315035, 3.289271], [0.181653, 3.173889, 2.964484], [-0.418886, 6.182087, 2.965569], [1.786758, 5.741149, -4.759528], [5.111756, 6.255272, 4.316897], [0.908707, 3.088078, 4.530207], [-9.015534, -0.122453, -2.002895], [-3.979354, 3.290748, -2.287329], [-7.263450, 2.533549, -0.429928], [3.516895, 1.621398, 4.197833], [0.591023, 2.139657, -4.745664], [-1.443762, -6.702314, 3.016829], [-5.329666, 1.523969, 5.957203], [4.156755, 0.642688, -5.725689], [-0.789992, -9.771353, -1.697322], [-3.950202, -4.321334, -4.413836], [-2.980694, -0.334743, 2.036119], [-5.383245, 0.610219, 1.112107], [-1.785016, -5.442391, 4.132751], [-0.856538, -6.808371, 4.754406], [-4.206015, 0.975738, 4.700088], [2.168726, -6.986160, -3.685731], [0.697334, -9.103895, -4.406499], [-5.202284, 2.696013, -3.332807], [-10.022971, -0.045868, 2.618522], [-6.111844, -3.238598, 5.463922], [9.010211, 2.992188, -1.641700], [-3.004252, 5.935428, -2.421887], [0.345884, 6.709799, -5.232102], [-5.325542, -4.889282, 4.274465], [-10.139104, 1.255545, 3.661751], [-9.443673, 0.557726, -0.441325], [-3.039573, 6.244879, 1.389633], [-4.729251, 5.105001, -3.657888], [3.821284, -2.934723, 0.223377], [-4.790724, -2.601125, 6.440114], [-7.213814, 1.799295, 3.165212], [-1.302132, 7.148752, -3.729312], [-2.088627, 0.493616, 5.023004], [6.572865, 2.128800, 0.057437], [6.800858, 2.427910, -2.854029], [-2.591798, 0.181612, -3.648726], [-5.620354, -1.557751, 5.388375], [2.218683, -2.083040, -1.260930], [3.665162, 4.083753, 4.572918], [6.590420, -0.653799, -3.633200], [5.129217, 0.326010, 2.655640], [-1.256061, -0.895255, 5.692579], [4.850589, 4.274963, 3.147435], [-2.424810, -5.206332, -4.712202], [2.382910, 2.059297, 0.940415], [-3.857886, -4.457638, -0.456108], [1.182951, 6.782787, 2.252212], [2.276394, -6.140943, 1.969722], [10.745640, 1.716465, 0.557427], [-4.416460, 0.515030, -3.689267], [-7.594902, 1.423794, 0.983230], [-2.448713, -2.656917, 3.355625], [10.324576, 3.090826, 1.755561], [-2.811560, -2.841710, -3.070872], [-2.472317, -3.121591, 5.090523]], "forces_ev_per_angstrom": [[-0.8, -0.8, -0.1], [0.2, 0.0, -0.1], [0.1, 0.2, -0.2], [0.2, 0.2, -1.2], [0.4, 0.0, -0.5], [0.3, -0.1, -2.4], [-0.2, 0.5, 0.0], [-0.6, -0.7, -1.1], [-0.5, 0.7, 0.3], [-0.7, -1.2, -1.0], [-1.3, 0.6, -0.9], [0.3, 1.8, -1.1], [-0.6, -1.5, 0.6], [0.2, 0.0, 0.4], [-0.5, -0.8, 0.7], [0.2, 0.8, 0.4], [0.1, 0.9, -0.5], [-0.2, -0.6, 0.1], [0.0, 0.1, 1.0], [0.0, 0.3, 0.0], [1.0, -0.3, 1.5], [1.8, -1.7, -0.4], [-0.6, 0.1, -1.6], [0.1, -1.4, -0.9], [0.1, 0.0, -0.4], [1.1, -0.1, 0.1], [-1.3, -0.4, 0.3], [-1.3, -0.3, 0.1], [-1.0, 0.2, -1.4], [0.0, -0.1, 0.2], [0.5, 0.2, 0.5], [1.2, 0.9, -0.6], [-0.9, -0.1, -0.5], [-0.2, 0.5, -0.1], [-0.8, 0.7, -1.0], [1.4, 0.7, 2.1], [1.7, 1.5, 0.2], [-2.3, -0.1, -0.3], [-0.1, -0.5, -2.3], [0.1, -1.2, 1.3], [0.7, 0.9, 1.7], [2.0, -1.2, 0.2], [0.8, -0.6, 0.3], [-2.9, -2.4, 0.8], [-0.7, -2.3, -1.5], [-2.1, -1.7, 1.4], [-1.3, 1.0, 0.1], [-0.1, 0.1, -0.1], [0.1, -2.6, 0.9], [0.3, 0.4, -3.5], [0.4, -0.9, -0.6], [0.1, -2.2, 3.3], [2.6, -0.6, 0.3], [1.1, -0.4, -1.4], [-1.4, 0.4, 1.2], [-1.6, 0.1, 0.6], [0.3, 0.0, 2.0], [-0.2, 0.1, -1.4], [0.9, 1.6, -0.6], [0.5, -0.6, -0.3], [0.8, -0.4, 0.5], [0.6, 1.5, -1.5], [0.9, -0.1, 1.0], [-0.8, -0.5, 0.1], [-1.2, 0.9, -0.1], [-1.4, 2.1, 1.3], [1.4, -0.7, -1.0], [-0.2, 1.7, -1.5], [-0.3, 1.8, -0.8], [1.0, 0.9, 0.5], [-0.9, -0.8, -0.8], [-0.8, 1.3, 1.3], [0.2, 1.6, 0.9], [-1.7, -0.3, -1.5], [1.2, -0.9, 1.5], [0.3, -0.9, 0.2], [-0.2, 0.7, 0.0], [0.9, 0.0, 0.1], [-0.3, 1.7, -0.5], [1.4, -0.1, 0.8], [0.2, -1.8, -2.0], [-1.6, -0.8, 0.2], [0.7, -0.7, 0.0], [-0.1, 1.3, 1.5], [-0.5, 0.0, -0.7], [1.6, -0.6, 0.5], [-0.4, 0.4, -1.4], [1.5, 0.4, 0.3], [-1.0, 0.2, -0.9], [-1.5, -0.4, 1.9], [0.4, 0.7, -1.0], [0.4, 1.3, 0.1], [-0.3, -1.0, -0.5], [0.5, -0.1, -0.3], [-1.9, -1.1, -1.8], [0.0, 0.1, 0.1], [0.7, -0.5, 2.3], [-1.5, 0.9, -0.3], [-1.9, 1.2, -1.1], [0.0, -1.6, 0.7], [0.0, -0.1, -0.7], [0.1, -0.2, -0.2], [1.2, -0.2, 0.1], [-0.7, -0.2, 0.5], [0.1, 1.4, -0.7], [-0.9, -0.6, -1.3], [0.2, 0.3, 0.1], [-0.1, 0.4, 0.5], [-0.3, -1.0, -0.4], [0.1, 0.0, -0.1], [0.6, -0.2, 0.9], [0.3, 0.0, 0.0], [0.2, -0.1, 1.1], [-0.2, 0.0, 0.2], [-0.2, -0.1, 0.3], [0.0, 0.6, -1.6], [0.4, -1.0, 0.5], [0.0, 0.2, -0.1], [0.3, 0.6, -0.5], [-0.6, -0.1, -0.2], [-0.1, 0.2, -0.4], [0.0, -0.1, -0.2], [0.4, -1.0, 0.0], [-0.5, 0.1, 0.7], [-0.3, 0.0, 1.0], [-0.6, -0.2, 0.6], [0.2, -0.8, -0.5], [0.2, -0.2, 0.1], [-0.2, 0.1, 0.1], [-1.3, -0.3, 0.2], [0.6, -0.2, -0.5], [-0.7, 0.6, -0.2], [-0.3, 0.0, -0.5], [0.0, 0.4, -0.4], [0.5, 0.7, -0.3], [-0.8, -0.1, -0.7], [0.4, -0.1, -0.6], [0.4, 0.4, -1.3], [-0.4, -0.4, 0.4], [1.7, 0.8, -0.4], [0.0, 0.6, 0.1], [1.8, -0.3, -0.6], [0.2, 0.1, 0.0], [-1.1, 1.5, 1.1], [-0.7, -0.3, 0.2], [0.2, 0.5, 0.3], [-0.4, -2.0, -0.3], [-0.1, -0.7, -0.9], [-0.5, -1.2, 0.5], [-0.1, 0.3, 0.0], [0.8, -0.1, 1.6], [0.2, 0.6, 0.5], [-1.2, -0.7, -2.0], [0.2, 0.3, 0.3], [-1.0, 1.8, 1.7], [-0.1, 0.2, 0.5], [-0.2, 0.0, -0.1], [-0.8, 0.7, 0.1], [0.3, -0.6, 0.5], [0.5, -0.6, 0.5], [-0.2, -0.2, 0.9], [0.4, 1.1, -0.1], [0.3, 0.1, 0.4], [0.1, 0.7, 0.9], [-0.2, 0.4, -0.2], [0.2, 0.8, 1.1], [0.3, -0.5, 0.3], [1.2, 2.4, -0.5], [0.0, 0.3, 0.0], [0.3, -0.2, 0.2], [0.0, -0.6, -0.5], [-0.3, 0.4, -0.2], [-0.6, -0.3, 0.3], [0.2, 0.3, 0.0], [0.0, -0.5, 0.1], [-0.4, 0.0, 0.4], [0.4, -1.3, -0.3], [0.3, -0.3, 0.5], [0.2, -0.2, 0.2], [0.4, 0.3, -0.2], [-0.2, -0.3, -0.9], [0.6, -0.9, 1.3], [-0.2, 0.3, 0.1], [-0.7, 0.1, 0.3], [-0.1, 0.1, -0.3], [0.0, 0.1, -0.5], [-0.5, 0.2, -0.3], [-0.1, 0.5, 0.0], [0.9, 0.1, 0.1], [0.3, 0.4, -0.9], [0.8, 0.0, -0.4], [1.0, 0.3, -0.6], [-0.5, -0.8, -0.5], [-0.2, 0.5, -0.3], [-0.4, 0.2, 1.2], [0.2, -0.7, 0.5], [0.7, 0.8, -0.6], [0.3, -0.6, 0.5], [0.0, -0.1, -1.3], [0.4, 0.2, -0.7], [0.0, 0.3, -0.4], [-0.4, -0.6, -0.1], [-0.4, 0.3, -0.6], [0.0, 0.2, -0.7], [0.9, -0.2, -0.3], [-0.5, 0.0, -0.2], [0.4, 0.1, 0.2], [-0.5, 0.3, 0.2], [1.4, 0.4, -0.2], [-0.3, -0.2, 0.0], [0.2, -0.9, 0.5], [0.3, 0.4, -0.2], [0.2, -0.2, -0.2], [0.6, 0.5, 2.3], [0.2, -0.8, 0.4], [1.2, 0.4, 0.5], [0.3, -0.9, -0.1], [-0.5, -1.1, -0.2], [-0.2, 0.0, 0.5], [-0.2, 0.1, 0.3], [-0.2, -1.1, 0.0], [0.2, -0.4, -0.4], [-0.5, 1.0, 0.4], [-0.4, -0.4, -0.4], [0.3, -0.1, 0.2], [-0.2, -1.1, 0.7], [-0.5, -0.1, 0.1], [0.0, 0.4, 0.3], [-0.7, 0.2, -0.1], [0.0, -0.1, -0.2], [0.0, 1.1, 0.4], [-0.2, 0.0, 0.2], [-0.8, -0.9, 0.9], [1.0, -0.4, -0.1], [0.5, 0.3, 0.1], [0.3, 0.3, -0.1], [-0.3, 0.0, -0.5], [-0.3, 0.2, 0.0], [0.0, 1.1, 0.8], [-0.2, 0.1, -0.4], [-0.3, 0.2, 0.5], [0.6, -0.5, 0.2], [-0.1, -0.2, 0.0], [-0.1, 0.2, -0.3], [0.6, -0.2, -0.3], [-0.3, -0.5, 0.0], [0.5, 0.5, -0.6], [-1.0, 1.0, 0.1], [0.1, -0.1, -0.4], [1.5, 0.7, 0.3], [0.0, 0.2, -0.4], [0.8, 0.8, 1.0], [0.1, 0.5, -0.7], [0.6, -0.6, 1.0], [-0.6, -0.8, 1.0], [0.3, -0.2, -0.2], [-0.4, -0.3, -0.6], [0.1, 0.1, -0.2], [0.9, 1.6, 0.1], [0.5, -1.2, 1.0], [-0.7, 1.5, 0.7], [0.6, -0.1, 0.3], [-0.5, 0.4, -0.3], [-0.2, -0.2, 0.5], [0.8, 0.1, 1.1], [-0.2, 0.6, 0.5], [0.9, -0.8, 0.9]]}